Entry 1:
{"formula": "C4H11N2", "method": "wB97M-V/def2-TZVPD", "total_energy_ev": -7299.6798, "smiles": "C=[NH+]CCCN", "spin_multiplicity": 1, "charge": 1, "e_above_lowest_kcal_mol": 29.25, "homo_energy_ev": -14.35, "symbols": ["C", "N", "C", "C", "C", "N", "H", "H", "H", "H", "H", "H", "H", "H", "H", "H", "H"], "xyz": [[-1.88998, 0.37797, 1.61931], [-1.01350, 0.02598, 0.77628], [0.22171, -0.74600, 1.04941], [1.31886, -0.34431, 0.05560], [0.85876, -0.26226, -1.38493], [-0.03967, 0.89122, -1.55441], [-1.90228, -0.01695, 2.62785], [-2.67250, 1.07685, 1.34250], [-0.93643, 0.55648, -0.15862], [-0.01680, -1.78788, 0.87627], [0.54190, -0.49344, 2.04578], [2.06819, -1.13562, 0.11631], [1.71513, 0.63452, 0.31662], [0.22365, -1.12518, -1.60608], [1.67466, -0.22001, -2.08189], [-0.64068, 0.81902, -2.37579], [0.48896, 1.74962, -1.66421]]}

Entry 2:
{"formula": "C4H11N2", "method": "wB97M-V/def2-TZVPD", "total_energy_ev": -7295.7655, "spin_multiplicity": 3, "s2": 2.008, "charge": 1, "e_above_lowest_kcal_mol": 9.37, "homo_energy_ev": [-10.95, -15.19], "symbols": ["C", "C", "C", "C", "N", "N", "H", "H", "H", "H", "H", "H", "H", "H", "H", "H", "H"], "xyz": [[2.76933, -0.12323, -0.28951], [0.75002, 1.25940, 0.36083], [1.45339, -0.12750, 0.14181], [0.64542, -1.39791, 0.11202], [-2.75252, 0.03583, -0.22134], [-0.51648, 1.29143, 0.45315], [3.22154, -1.08294, -0.54508], [3.28983, 0.77176, -0.38317], [1.32403, 2.24630, 0.37366], [-0.00856, -1.38050, 0.93671], [1.27354, -2.25942, 0.16315], [0.09423, -1.39435, -0.83471], [-2.80687, -1.03114, -0.51964], [-3.55753, 0.15619, 0.29856], [-1.00895, 2.09298, 0.54613], [-1.25945, 0.53490, 0.54282], [-2.91098, 0.40821, -1.13539]]}

Entry 3:
{"formula": "C4H11N2O", "method": "wB97M-V/def2-TZVPD", "total_energy_ev": -9349.3518, "spin_multiplicity": 1, "charge": -1, "e_above_lowest_kcal_mol": 118.49, "homo_energy_ev": -2.83, "symbols": ["C", "N", "C", "O", "C", "N", "C", "H", "H", "H", "H", "H", "H", "H", "H", "H", "H", "H"], "xyz": [[-0.53072, -0.63522, 0.83008], [-1.58171, -0.45182, -0.10366], [-1.37206, -1.09409, -1.48766], [-2.38071, -0.79791, -2.27337], [0.77245, 0.00899, 0.35095], [2.06079, -0.46441, 0.75891], [2.49473, 2.78844, 1.63204], [-0.73657, -0.28993, 1.86423], [-0.25122, -1.73667, 0.90923], [-2.27687, 0.27159, -0.03358], [-0.38718, -0.67862, -1.87284], [-1.17303, -2.18162, -1.29388], [1.42893, -0.99700, -0.04214], [0.83371, 0.87742, -0.31525], [3.63436, 2.96916, 1.64455], [2.05417, 3.08885, 2.54308], [2.02957, 3.33931, 0.82293], [2.34976, 1.72573, 1.42142]]}

Entry 4:
{"formula": "C4H11N2O", "method": "wB97M-V/def2-TZVPD", "total_energy_ev": -9353.1362, "smiles": "C[C@@H](N)CNC[O-]", "spin_multiplicity": 1, "charge": -1, "e_above_lowest_kcal_mol": 31.22, "homo_energy_ev": -2.60, "symbols": ["C", "C", "N", "C", "N", "C", "O", "H", "H", "H", "H", "H", "H", "H", "H", "H", "H", "H"], "xyz": [[-1.46097, 1.40614, 1.18731], [-0.44647, 0.69987, 0.25804], [0.81029, 1.45399, 0.17592], [-0.13534, -0.70972, 0.72943], [0.09720, -1.63140, -0.38988], [1.02054, -1.39256, -1.65987], [1.49243, -0.18555, -1.85282], [-1.15518, 1.46503, 2.23472], [-2.44205, 0.93712, 1.15330], [-1.46057, 2.44553, 0.81914], [-0.90903, 0.71154, -0.72762], [0.78113, 2.28905, -0.39331], [1.48116, 0.80943, -0.23443], [-0.95876, -1.07899, 1.35794], [0.72213, -0.78468, 1.41727], [0.49036, -2.49260, -0.01909], [1.80955, -2.19005, -1.64865], [0.26357, -1.75215, -2.40739]]}